[1]
{
  "formula": "C27H27CrFI2N5O2SSi",
  "method": "ωB97M-V/def2-TZVPD",
  "energy_ha": -3897.00111,
  "max_force_ha_per_bohr": 0.003,
  "gap_ev": [6.28, 6.52],
  "spin_multiplicity": 5,
  "s2": 6.014,
  "total_charge": -1,
  "species": ["Cr", "O", "S", "O", "N", "C", "C", "C", "C", "C", "C", "C", "C", "N", "C", "C", "C", "C", "C", "C", "C", "H", "H", "H", "H", "H", "H", "H", "H", "H", "H", "H", "C", "Si", "C", "C", "N", "C", "C", "C", "C", "C", "C", "F", "H", "H", "H", "H", "H", "H", "H", "H", "H", "H", "H", "H", "H", "I", "C", "C", "N", "N", "C", "H", "H", "H", "I"],
  "xyz": [[0.3304, -0.1354, 0.0852], [-1.0861, -0.3240, 2.8146], [-1.5509, 0.9876, 2.4539], [-2.9777, 1.2331, 2.4560], [-0.8868, 1.3348, 1.0371], [-1.2696, 2.4778, 0.3518], [-1.9514, 3.5636, 0.8706], [-2.2647, 4.6837, 0.0794], [-1.9212, 4.7544, -1.2393], [-1.2365, 3.6643, -1.8225], [-0.8577, 3.6394, -3.1834], [-0.2125, 2.5516, -3.6913], [0.0719, 1.4716, -2.8329], [-0.2585, 1.4647, -1.5659], [-0.9114, 2.5353, -1.0392], [-0.8521, 2.1201, 3.6335], [0.5296, 2.1699, 3.7529], [1.0950, 3.0441, 4.6674], [0.2820, 3.8489, 5.4575], [-1.0983, 3.7828, 5.3361], [-1.6728, 2.9153, 4.4165], [-2.2706, 3.5605, 1.9004], [-2.7954, 5.5062, 0.5441], [-2.1652, 5.6181, -1.8454], [-1.0900, 4.4952, -3.8073], [0.0888, 2.5034, -4.7290], [0.5982, 0.5932, -3.1910], [1.1336, 1.5195, 3.1276], [2.1714, 3.0990, 4.7646], [0.7293, 4.5301, 6.1709], [-1.7296, 4.4091, 5.9542], [-2.7458, 2.8462, 4.2946], [3.8727, 1.8968, 2.6162], [3.2114, 1.0073, 1.0638], [4.7011, 0.2264, 0.2274], [2.5570, 2.3574, -0.0586], [1.9473, -0.1216, 1.3763], [2.1625, -1.2079, 2.1915], [3.2522, -1.3456, 3.0790], [3.4213, -2.4475, 3.9048], [2.5123, -3.4926, 3.8950], [1.4324, -3.4117, 3.0225], [1.2903, -2.3139, 2.2122], [0.2294, -2.3154, 1.3559], [4.9483, 1.7335, 2.7282], [3.3956, 1.5466, 3.5328], [3.7079, 2.9752, 2.5421], [5.4908, 0.9684, 0.0750], [4.4187, -0.1923, -0.7402], [5.1117, -0.5856, 0.8324], [3.3349, 3.1176, -0.1805], [1.6751, 2.8473, 0.3633], [2.3034, 1.9767, -1.0494], [3.9907, -0.5564, 3.1208], [4.2812, -2.4812, 4.5639], [2.6362, -4.3525, 4.5395], [0.6909, -4.1975, 2.9542], [-5.7639, -1.9392, -0.8911], [-3.7111, -1.7969, -0.9698], [-2.8496, -2.6246, -1.6597], [-1.6161, -2.1589, -1.4244], [-1.6249, -1.0902, -0.6253], [-2.8928, -0.8548, -0.3273], [-3.0296, -3.4831, -2.2829], [-0.7058, -2.4688, -1.7661], [-3.1739, -0.0495, 0.3326], [1.7304, -1.7396, -1.8346]]
}


[2]
{
  "formula": "C4H3NO3",
  "method": "ωB97M-V/def2-TZVPD",
  "energy_ha": -434.62543,
  "max_force_ha_per_bohr": 0.070,
  "gap_ev": 10.68,
  "smiles": "N#CC(O)(C=O)C=O",
  "total_charge": 0,
  "species": ["N", "C", "C", "O", "C", "O", "C", "O", "H", "H", "H"],
  "xyz": [[0.8597, 2.1938, 0.1660], [0.4447, 1.1279, 0.4203], [-0.1094, -0.2388, 0.2973], [-0.8171, -0.6439, 1.4202], [1.1629, -1.0694, 0.1004], [1.9851, -0.8018, -0.7329], [-0.9818, 0.0589, -0.8996], [-2.1697, -0.1256, -0.7761], [-1.7415, -0.2346, 1.2940], [1.1789, -2.0989, 0.6405], [-0.5408, 0.2754, -1.8964]]
}